[1]
{"formula": "C16H50N2O10", "method": "ωB97M-V with the def2-TZVPD basis set", "e_tot_ha": -1501.336373, "gap_ev": 9.9, "homo_ev": -9.5, "smiles": "COC[C@H](C)N.COC[C@H](C)N.OCCO.OCCO.CO.CO.CO.CO", "species": ["C", "O", "C", "C", "C", "N", "H", "H", "H", "H", "H", "H", "H", "H", "H", "H", "H", "C", "O", "C", "C", "C", "N", "H", "H", "H", "H", "H", "H", "H", "H", "H", "H", "H", "O", "C", "C", "O", "H", "H", "H", "H", "H", "H", "O", "C", "C", "O", "H", "H", "H", "H", "H", "H", "C", "O", "H", "H", "H", "H", "C", "O", "H", "H", "H", "H", "C", "O", "H", "H", "H", "H", "C", "O", "H", "H", "H", "H"], "positions_angstrom": [[-2.993, -3.857, -3.409], [-1.595, -3.700, -3.481], [-1.139, -2.698, -4.375], [-1.372, -1.283, -3.802], [-0.780, -0.254, -4.744], [-0.741, -1.123, -2.478], [-3.166, -4.410, -2.486], [-3.367, -4.504, -4.213], [-3.549, -2.920, -3.447], [-0.062, -2.807, -4.495], [-1.693, -2.777, -5.317], [-2.427, -1.058, -3.641], [-1.041, 0.738, -4.365], [-1.170, -0.293, -5.765], [0.309, -0.260, -4.823], [-1.069, -1.988, -2.040], [0.269, -1.229, -2.527], [0.623, -1.375, 1.812], [0.655, -0.307, 0.906], [-0.546, 0.453, 0.795], [-0.235, 1.776, 0.098], [0.737, 2.618, 0.930], [-1.515, 2.518, 0.004], [-0.211, -2.073, 1.687], [0.684, -1.071, 2.863], [1.523, -1.975, 1.652], [-1.235, -0.153, 0.195], [-1.021, 0.629, 1.766], [0.098, 1.718, -0.940], [1.746, 2.218, 0.824], [0.435, 2.526, 1.975], [0.757, 3.642, 0.561], [-1.753, 2.948, 0.889], [-2.229, 1.833, -0.220], [1.252, -3.038, 5.326], [1.413, -3.798, 4.135], [1.310, -5.292, 4.339], [0.148, -5.644, 5.073], [0.311, -3.054, 5.522], [0.587, -3.513, 3.470], [2.357, -3.555, 3.652], [2.215, -5.606, 4.875], [1.318, -5.781, 3.360], [-0.096, -6.533, 4.808], [2.997, 0.307, -0.643], [3.838, -0.744, -0.249], [5.199, -0.734, -0.935], [5.120, -0.136, -2.241], [2.094, 0.191, -0.326], [3.969, -0.784, 0.843], [3.377, -1.725, -0.417], [5.437, -1.779, -1.148], [6.065, -0.316, -0.419], [4.570, 0.648, -2.115], [-1.896, -0.571, 4.604], [-3.261, -0.444, 4.195], [-1.584, -1.607, 4.439], [-1.230, 0.097, 4.059], [-1.836, -0.443, 5.689], [-3.297, 0.384, 3.701], [-4.331, 3.109, 1.968], [-3.713, 1.990, 2.608], [-4.922, 2.822, 1.105], [-5.074, 3.496, 2.678], [-3.646, 3.935, 1.777], [-3.149, 2.305, 3.320], [2.258, 3.182, -2.780], [3.334, 2.826, -1.904], [1.374, 2.534, -2.739], [1.896, 4.143, -2.407], [2.601, 3.145, -3.814], [3.089, 1.962, -1.546], [-0.777, 5.798, -2.021], [0.110, 6.849, -1.604], [-0.246, 5.080, -2.651], [-0.960, 5.306, -1.068], [-1.646, 6.184, -2.549], [0.495, 7.304, -2.358]]}

[2]
{"formula": "C29H79FNO14PSi", "method": "ωB97M-V with the def2-TZVPD basis set", "e_tot_ha": -2990.964018, "gap_ev": 8.3, "homo_ev": -7.9, "smiles": "CCC[Si@](CCF)(CC(=O)OC(C)=O)P(N)O.CCO.CCO.CCO.CCO.CCO.CCO.CCO.CCO.CCO.CCO", "species": ["C", "C", "C", "Si", "C", "C", "F", "C", "C", "O", "O", "C", "C", "O", "P", "N", "O", "H", "H", "H", "H", "H", "H", "H", "H", "H", "H", "H", "H", "H", "H", "H", "H", "H", "H", "H", "C", "C", "O", "H", "H", "H", "H", "H", "H", "C", "C", "O", "H", "H", "H", "H", "H", "H", "C", "C", "O", "H", "H", "H", "H", "H", "H", "C", "C", "O", "H", "H", "H", "H", "H", "H", "C", "C", "O", "H", "H", "H", "H", "H", "H", "C", "C", "O", "H", "H", "H", "H", "H", "H", "C", "C", "O", "H", "H", "H", "H", "H", "H", "C", "C", "O", "H", "H", "H", "H", "H", "H", "C", "C", "O", "H", "H", "H", "H", "H", "H", "C", "C", "O", "H", "H", "H", "H", "H", "H"], "positions_angstrom": [[-0.545, -2.594, 2.698], [-1.724, -1.617, 2.601], [-2.902, -2.146, 1.763], [-2.849, -1.819, -0.090], [-2.978, -3.387, -1.135], [-2.468, -4.661, -0.472], [-3.515, -5.570, -0.328], [-1.414, -0.724, -0.665], [-0.089, -1.389, -0.599], [0.106, -2.538, -0.357], [0.988, -0.589, -1.008], [1.876, -0.130, -0.075], [1.382, 0.400, 1.230], [3.035, -0.099, -0.372], [-4.700, -0.653, -0.700], [-5.914, -1.158, 0.437], [-4.336, 0.905, -0.200], [0.371, -2.088, 2.407], [-0.663, -3.404, 1.999], [-0.427, -2.989, 3.696], [-2.106, -1.485, 3.608], [-1.391, -0.631, 2.288], [-3.024, -3.197, 1.996], [-3.805, -1.667, 2.138], [-4.040, -3.517, -1.316], [-2.518, -3.216, -2.103], [-2.020, -4.501, 0.500], [-1.727, -5.136, -1.109], [-1.420, 0.238, -0.165], [-1.585, -0.492, -1.718], [0.307, 0.414, 1.331], [1.739, 1.421, 1.286], [1.804, -0.188, 2.035], [-6.385, -0.324, 0.774], [-6.608, -1.679, -0.088], [-3.812, 0.857, 0.609], [-3.672, 3.195, -4.036], [-2.731, 3.354, -2.855], [-3.434, 3.443, -1.620], [-4.370, 4.031, -4.079], [-3.120, 3.151, -4.976], [-4.259, 2.278, -3.938], [-2.157, 4.276, -2.946], [-2.020, 2.521, -2.823], [-3.915, 2.615, -1.497], [1.872, 2.658, -2.147], [2.980, 3.370, -1.390], [3.267, 2.704, -0.158], [0.965, 2.619, -1.544], [1.639, 3.161, -3.085], [2.165, 1.630, -2.371], [2.683, 4.391, -1.147], [3.895, 3.411, -1.990], [3.540, 1.797, -0.362], [-2.159, 2.252, -5.770], [-1.071, 2.949, -4.975], [-0.791, 2.282, -3.746], [-3.075, 2.183, -5.183], [-2.375, 2.789, -6.695], [-1.855, 1.235, -6.030], [-1.381, 3.957, -4.704], [-0.154, 3.025, -5.569], [-0.496, 1.390, -3.953], [5.490, 6.336, 1.282], [5.697, 5.758, -0.107], [5.766, 4.339, -0.091], [6.297, 6.027, 1.947], [5.459, 7.426, 1.254], [4.553, 5.976, 1.713], [6.639, 6.107, -0.530], [4.885, 6.082, -0.772], [4.934, 4.001, 0.266], [3.278, 5.889, -4.208], [3.806, 4.633, -4.875], [3.028, 4.294, -6.022], [2.234, 5.754, -3.922], [3.857, 6.137, -3.316], [3.324, 6.738, -4.893], [3.745, 3.787, -4.194], [4.855, 4.756, -5.165], [3.081, 5.028, -6.641], [2.031, -6.924, 0.610], [0.560, -6.640, 0.849], [0.353, -5.385, 1.490], [2.577, -6.908, 1.553], [2.172, -7.898, 0.140], [2.469, -6.163, -0.040], [0.126, -7.390, 1.509], [0.008, -6.667, -0.098], [0.716, -4.697, 0.920], [-6.946, -5.471, -3.917], [-6.518, -4.808, -2.622], [-7.626, -4.269, -1.901], [-7.475, -4.759, -4.550], [-6.085, -5.856, -4.465], [-7.625, -6.304, -3.717], [-5.856, -3.967, -2.827], [-5.978, -5.514, -1.983], [-8.221, -4.994, -1.689], [6.062, 1.271, 2.625], [5.754, 2.745, 2.813], [5.917, 3.151, 4.174], [5.419, 0.662, 3.264], [5.911, 0.969, 1.588], [7.098, 1.056, 2.898], [4.715, 2.949, 2.553], [6.390, 3.350, 2.165], [6.831, 2.994, 4.426], [3.004, 2.970, 6.225], [2.588, 1.698, 6.938], [2.586, 0.574, 6.058], [2.335, 3.167, 5.386], [2.982, 3.827, 6.899], [4.013, 2.871, 5.820], [1.572, 1.780, 7.323], [3.255, 1.499, 7.784], [3.480, 0.475, 5.715], [-2.827, -6.431, 4.625], [-2.651, -5.020, 5.153], [-3.189, -4.047, 4.260], [-2.350, -6.529, 3.649], [-2.388, -7.162, 5.306], [-3.886, -6.669, 4.503], [-1.594, -4.781, 5.255], [-3.119, -4.916, 6.138], [-4.130, -4.220, 4.157]]}

[3]
{"formula": "C36H34ClF4N2PPd", "method": "ωB97M-V with the def2-TZVPD basis set", "e_tot_ha": -2829.999982, "gap_ev": [4.6, 4.6], "homo_ev": [-13.8, -13.8], "charge": 2, "species": ["Pd", "C", "C", "N", "C", "C", "C", "C", "N", "C", "C", "F", "C", "F", "C", "C", "F", "C", "F", "H", "H", "H", "H", "H", "H", "H", "H", "H", "H", "H", "H", "H", "H", "H", "Cl", "C", "C", "C", "C", "C", "C", "P", "C", "C", "C", "C", "C", "C", "C", "C", "C", "C", "C", "C", "H", "H", "H", "H", "H", "H", "H", "H", "H", "H", "H", "H", "H", "H", "C", "C", "C", "C", "C", "C", "H", "H", "H", "H", "H"], "positions_angstrom": [[-0.210, 0.500, 0.540], [-2.889, -2.315, 0.185], [-1.784, -2.381, 1.220], [-1.502, -1.084, 1.881], [-2.737, -0.474, 2.441], [-3.472, -1.329, 3.468], [-0.451, -1.273, 2.886], [0.000, 0.042, 3.495], [0.127, 1.101, 2.490], [0.423, 2.356, 2.898], [0.406, 3.413, 1.945], [-0.011, 3.153, 0.708], [0.769, 4.701, 2.256], [0.727, 5.625, 1.308], [1.148, 5.032, 3.544], [1.159, 4.038, 4.511], [1.520, 4.329, 5.748], [0.804, 2.739, 4.217], [0.870, 1.845, 5.192], [-2.914, -3.254, -0.366], [-2.718, -1.513, -0.535], [-3.872, -2.172, 0.631], [-0.852, -2.714, 0.763], [-2.042, -3.115, 1.993], [-3.393, -0.254, 1.605], [-2.469, 0.488, 2.878], [-3.945, -2.200, 3.017], [-4.259, -0.729, 3.923], [-2.823, -1.673, 4.273], [0.364, -1.784, 2.378], [-0.774, -1.935, 3.696], [0.949, -0.092, 4.019], [-0.717, 0.377, 4.249], [1.418, 6.049, 3.799], [-2.501, 1.534, -0.177], [-2.661, 0.956, -1.835], [-3.823, 1.306, -2.497], [-3.960, 0.951, -3.831], [-2.936, 0.282, -4.487], [-1.783, -0.059, -3.802], [-1.634, 0.245, -2.444], [-0.107, -0.269, -1.608], [0.034, -2.065, -1.671], [1.104, -2.642, -0.980], [1.293, -4.013, -1.009], [0.412, -4.820, -1.719], [-0.651, -4.251, -2.407], [-0.840, -2.877, -2.388], [1.182, 0.424, -2.656], [1.127, 1.793, -2.929], [2.091, 2.378, -3.728], [3.115, 1.598, -4.259], [3.168, 0.239, -3.994], [2.204, -0.355, -3.191], [-4.597, 1.862, -1.987], [-4.864, 1.219, -4.361], [-3.032, 0.034, -5.535], [-0.979, -0.563, -4.325], [1.800, -2.018, -0.432], [2.129, -4.454, -0.482], [0.557, -5.892, -1.739], [-1.335, -4.878, -2.963], [-1.681, -2.453, -2.921], [0.321, 2.401, -2.529], [2.044, 3.435, -3.949], [3.867, 2.055, -4.888], [3.957, -0.367, -4.420], [2.250, -1.418, -2.994], [4.600, 0.452, 0.600], [3.853, 1.446, -0.016], [2.470, 1.466, 0.110], [1.833, 0.457, 0.823], [2.574, -0.511, 1.482], [3.959, -0.513, 1.360], [5.678, 0.444, 0.508], [4.337, 2.216, -0.604], [1.918, 2.266, -0.367], [2.123, -1.267, 2.110], [4.533, -1.274, 1.873]]}